Record 1
ORCA calculation (wB97M-V/def2-TZVPD) on C34H26MgN3O3PS2 as an isolated structure in a non-equilibrium geometry.

Last column: Mulliken charge in e.
Atoms and positions in Å:
Mg1 -1.64876 1.43022 -2.65605  0.751
N1 -5.45002 -0.69801 -3.19708  -0.823
C1 -4.27285 -0.31636 -2.44041  0.556
S1 -4.07001 1.42943 -2.08118  -0.538
N2 -3.06070 -1.08785 -2.84982  -0.534
N3 -1.94062 -0.44386 -3.32464  0.208
C2 -0.87947 -1.10440 -3.61803  -0.233
C3 0.25067 -0.49410 -4.26711  0.861
C4 1.30931 -1.32729 -4.65278  -0.632
C5 2.38274 -0.85118 -5.37070  -0.727
C6 2.40339 0.50014 -5.73284  -0.328
C7 1.38791 1.34792 -5.35692  -0.746
C8 0.28592 0.90623 -4.57764  0.895
O1 -0.62217 1.74398 -4.20326  -0.966
H1 -5.47491 -0.11407 -4.02562  0.289
H2 -6.26195 -0.44444 -2.64870  0.283
H3 -0.85491 -2.18405 -3.46488  0.297
H4 1.26915 -2.37275 -4.36401  0.310
H5 3.19537 -1.51005 -5.65062  0.374
H6 3.23764 0.88206 -6.31212  0.333
H7 1.41123 2.39632 -5.62885  0.389
O2 -0.95218 2.17379 -1.19647  -0.534
C9 -0.66131 2.19164 0.08954  0.020
C10 -1.21044 3.05451 1.11894  0.213
C11 -1.82280 4.31060 1.15644  -0.784
C12 -2.08287 4.86198 2.42245  -0.326
C13 -1.75911 4.20547 3.59353  -0.793
C14 -1.11964 2.93225 3.54370  -0.593
C15 -0.84313 2.40087 2.32174  -0.335
P1 -0.15467 0.96168 1.32835  1.172
C16 -0.73851 -0.43969 2.39670  0.250
C17 0.06431 -1.49295 2.83260  -0.054
C18 -0.49651 -2.56390 3.51430  -0.802
C19 -1.86384 -2.60934 3.74394  -0.512
C20 -2.67407 -1.57687 3.28613  -0.669
C21 -2.11436 -0.50411 2.61442  -0.737
C22 1.60456 1.17760 1.77702  0.340
C23 2.50636 1.63361 0.81979  -0.587
C24 3.80674 1.95493 1.17429  -0.524
C25 4.21913 1.83960 2.49820  -0.510
C26 3.32001 1.40833 3.46137  -0.759
C27 2.01617 1.08802 3.10557  -0.113
H8 -2.10600 4.82387 0.24509  0.434
H9 -2.57150 5.83164 2.48104  0.318
H10 -1.98815 4.65525 4.55496  0.345
H11 -0.88032 2.41745 4.47066  0.324
H12 1.12989 -1.46890 2.64642  0.477
H13 0.13839 -3.37730 3.84981  0.412
H14 -2.29998 -3.45061 4.27133  0.349
H15 -3.74633 -1.62657 3.43355  0.372
H16 -2.73332 0.30458 2.24033  0.446
H17 2.16375 1.71946 -0.20440  0.461
H18 4.50878 2.29616 0.42161  0.384
H19 5.23247 2.10604 2.77825  0.342
H20 3.63500 1.32587 4.49627  0.373
H21 1.30509 0.75867 3.85305  0.354
S2 0.36736 -0.59945 -0.50240  0.004
C28 1.28680 -2.01588 -0.03703  0.094
C29 2.65891 -1.96102 0.24246  -0.241
C30 3.35805 -3.10775 0.58508  -0.541
C31 2.71705 -4.33937 0.64826  -0.471
C32 1.35529 -4.40673 0.37571  -0.557
C33 0.64948 -3.26242 0.04328  -0.553
H22 3.16537 -1.00644 0.19443  0.363
H23 4.41808 -3.04092 0.80695  0.393
H24 3.27350 -5.23473 0.90153  0.338
H25 0.84030 -5.35953 0.43929  0.372
H26 -0.41851 -3.29947 -0.13783  0.516
O3 -3.50005 -2.04012 -0.65768  -0.550
C34 -3.60025 -1.33773 -1.61934  0.060

Cartesian forces (eV/Å) of the 3 atoms listed first:
-1.00 0.63 0.13
0.11 -0.35 -0.02
-0.42 0.34 -0.23

2S+1 = 1
Lowest unoccupied orbital energy = 0.1677 Ha
HOMO-LUMO gap = 4.0 eV
Energy relative to the best compared isomer or geometry (same formula, charge and spin) = 7.3 kcal/mol
Charge = -2

---

Record 2
ORCA calculation (wB97M-V/def2-TZVPD) on C34H26NPPt as an isolated structure.

Last column: Mulliken charge in e.
Atoms and positions in Å:
Pt1 0.77382 -0.39425 0.18495  0.331
N1 2.87873 -0.30651 0.31910  -0.641
C1 3.58997 0.81998 0.91996  0.608
C2 4.85021 0.53662 1.43094  -0.628
C3 5.58497 1.50285 2.09209  -0.683
C4 5.03228 2.76476 2.25934  -0.842
C5 3.78650 3.04389 1.73186  -1.000
C6 3.03847 2.09575 1.02088  0.253
C7 1.74237 2.51754 0.41880  0.884
C8 1.58341 3.86296 0.10782  -0.607
C9 0.36738 4.47806 -0.30897  -1.030
C10 -0.69748 3.69375 -0.55077  -1.075
C11 -0.58013 2.23008 -0.40782  1.610
C12 0.69701 1.62726 0.09695  -0.240
H1 3.12884 -1.12060 0.87405  0.407
H2 3.24527 -0.50106 -0.61344  0.445
H3 5.25300 -0.46345 1.31732  0.454
H4 6.56137 1.26671 2.49046  0.412
H5 5.56388 3.53026 2.80660  0.426
H6 3.37959 4.02888 1.91760  0.500
H7 2.43783 4.52362 0.19144  0.652
H8 0.33646 5.55342 -0.41256  0.488
H9 -1.65374 4.10894 -0.84861  0.559
H10 -1.33727 1.94062 0.34283  -0.133
C13 -4.73007 1.32253 2.30906  -0.499
C14 -4.89070 1.10119 0.94666  -0.959
C15 -3.88032 0.49122 0.22155  -0.048
C16 -2.70323 0.10748 0.86776  0.671
C17 -2.54595 0.32426 2.23812  -0.215
C18 -3.56374 0.93238 2.95521  -0.801
P1 -1.40886 -0.73631 -0.02832  0.275
C19 -1.15038 0.03935 -1.62387  0.203
C20 -1.04110 1.51795 -1.72343  1.101
C21 -0.35391 2.01656 -2.94175  -0.764
C22 -0.08787 1.21236 -3.98746  -1.012
C23 -0.43231 -0.16903 -3.90796  -0.490
C24 -0.93258 -0.74417 -2.76403  -1.187
C25 -1.66193 -2.47207 -0.21107  0.658
C26 -2.87627 -3.08689 -0.40785  -0.583
C27 -2.91981 -4.48468 -0.52604  -1.004
C28 -1.76148 -5.21177 -0.41637  -0.745
C29 -0.50840 -4.59584 -0.18619  0.519
C30 0.67712 -5.35271 -0.01765  -0.760
C31 1.85019 -4.70969 0.24338  -1.369
C32 1.89697 -3.29855 0.32749  -0.102
C33 0.79671 -2.48999 0.16494  -0.184
C34 -0.43947 -3.18859 -0.08675  0.687
H11 -5.52292 1.79678 2.87154  0.438
H12 -5.80738 1.39403 0.45320  0.463
H13 -4.02076 0.30165 -0.83746  0.516
H14 -1.63561 0.01589 2.73914  0.452
H15 -3.44875 1.09865 4.01729  0.457
H16 -2.09693 1.83772 -1.87142  0.556
H17 -0.14685 3.07847 -2.99847  0.528
H18 0.35791 1.59950 -4.89239  0.484
H19 -0.27760 -0.79209 -4.78072  0.477
H20 -1.12022 -1.80905 -2.72308  0.533
H21 -3.79316 -2.51229 -0.45817  0.519
H22 -3.86579 -4.98111 -0.68905  0.458
H23 -1.79551 -6.29176 -0.48854  0.435
H24 0.63318 -6.43175 -0.08753  0.426
H25 2.76077 -5.27464 0.38876  0.412
H26 2.88426 -2.89508 0.53065  0.303

Cartesian forces (eV/Å) of the 3 atoms listed first:
0.05 -0.18 0.04
0.16 -0.06 -0.06
0.00 0.03 0.04

2S+1 = 1
Lowest unoccupied orbital energy = -0.2894 Ha
HOMO-LUMO gap = 5.3 eV
Charge = +2

---

Record 3
ORCA calculation (wB97M-V/def2-TZVPD) on C34H27Cl2IrN5O3SSi as an isolated structure.

Last column: Mulliken charge in e.
Atoms and positions in Å:
Ir1 0.67067 -0.15244 -0.99505  2.500
Cl1 -4.21074 0.28754 -5.76502  -0.206
C1 -3.17188 -0.28991 -4.51123  0.144
C2 -2.25720 0.57071 -3.96414  -1.295
C3 -1.41508 0.11452 -2.93241  0.521
N1 -0.47229 0.82265 -2.27638  -0.169
C4 -0.12184 2.19589 -2.50602  0.350
O1 -0.90336 2.99561 -3.01734  -0.765
C5 1.21276 2.45288 -2.05784  0.280
C6 1.85601 3.69755 -2.20447  -0.883
C7 3.17834 3.82275 -1.89956  -0.370
C8 3.90553 2.67706 -1.44577  -0.873
C9 3.24209 1.50253 -1.26974  -0.148
N2 1.91570 1.37406 -1.51301  -0.063
C10 -1.53486 -1.23115 -2.46435  0.675
C11 -2.46818 -2.09606 -3.06037  -1.026
C12 -3.27618 -1.62753 -4.06155  0.066
Cl2 -4.44344 -2.69566 -4.75534  -0.204
N3 -0.74472 -1.53545 -1.40311  -0.201
C13 -0.91393 -2.75909 -0.68400  -0.305
O2 -0.74495 -3.84696 -1.20367  -0.663
C14 -1.28155 -2.58615 0.71090  0.666
C15 -0.99757 -3.59479 1.63967  -0.645
C16 -1.11178 -3.37893 2.98454  -0.802
C17 -1.51671 -2.08621 3.43816  -0.848
C18 -1.87067 -1.14314 2.54120  -0.169
N4 -1.82370 -1.37576 1.17930  0.784
H1 -2.18451 1.59266 -4.30113  0.592
H2 1.27070 4.52340 -2.58628  0.471
H3 3.68174 4.77230 -2.02000  0.445
H4 4.96440 2.72865 -1.23849  0.443
H5 3.73606 0.61280 -0.90129  0.419
H6 -2.54571 -3.12254 -2.73282  0.618
H7 -0.63953 -4.53366 1.23928  0.617
H8 -0.86881 -4.15722 3.69340  0.371
H9 -1.56250 -1.85040 4.49133  0.451
H10 -2.25016 -0.17283 2.83154  0.428
S1 -1.86463 2.87334 1.78761  -0.291
C19 -0.18045 3.06855 2.13904  0.818
C20 0.44457 4.02292 2.93828  -0.657
C21 1.81334 3.94146 3.08657  -0.671
C22 2.54756 2.92507 2.46173  -1.477
C23 1.92953 1.98346 1.66864  0.414
C24 0.54881 2.06568 1.49485  -1.375
N5 -0.22852 1.20882 0.72172  0.787
C25 -1.48590 1.50274 0.79723  -0.022
C26 -2.57641 0.75053 0.15452  0.426
C27 -3.49338 1.42850 -0.64448  -0.334
C28 -4.53885 0.75183 -1.25044  -1.221
C29 -4.69406 -0.60908 -1.03217  -0.718
C30 -3.79523 -1.29189 -0.22843  -0.140
C31 -2.72474 -0.62639 0.35078  -0.119
H11 -0.12586 4.79987 3.42895  0.432
H12 2.32585 4.66940 3.70124  0.429
H13 3.61911 2.87798 2.60464  0.450
H14 2.48289 1.18613 1.19498  0.637
H15 -3.34946 2.48669 -0.82595  0.507
H16 -5.22500 1.28529 -1.89423  0.444
H17 -5.51210 -1.14600 -1.49483  0.434
H18 -3.90598 -2.35520 -0.05413  0.529
C32 2.29084 -1.59714 3.02131  -0.670
Si1 2.79629 -1.93262 1.25271  0.392
C33 2.74586 -3.76450 0.90040  -0.984
C34 4.54684 -1.30681 1.00020  -1.272
O3 1.79760 -1.14312 0.23853  -0.577
H19 2.95153 -2.11182 3.72398  0.510
H20 1.27062 -1.93658 3.20724  -0.004
H21 2.33312 -0.52709 3.24078  0.192
H22 3.39241 -4.32040 1.58414  0.378
H23 3.07465 -3.97010 -0.12058  0.302
H24 1.73059 -4.15386 1.00273  0.189
H25 5.23499 -1.82983 1.66968  0.407
H26 4.63093 -0.23819 1.21705  0.311
H27 4.89052 -1.47530 -0.02323  0.341

Cartesian forces (eV/Å) of the 3 atoms listed first:
0.10 -0.03 0.02
0.00 0.00 0.00
0.00 0.00 0.01

2S+1 = 6
Lowest unoccupied orbital energy (alpha / beta) = -0.0108 / -0.0746 Ha
HOMO-LUMO gap (alpha / beta) = 5.3 / 6.3 eV
Energy relative to the best compared isomer or geometry (same formula, charge and spin) = 0.0 kcal/mol
Charge = 0